# 1
2 unconnected molecules or ions with the total composition C5H16N3 at a distorted geometry. Source: the Open Molecules 2025 dataset; level of theory: wB97M-V/def2-TZVPD.

CARTESIAN COORDINATES (ANGSTROEM)
C 0.7844 -1.2533 0.8406
C 2.2369 -0.8650 0.6514
C -1.0784 -1.6889 -0.7299
N 0.1855 -1.8676 -0.3464
N -1.9479 -1.0922 0.0841
N -1.5028 -2.1013 -1.9147
H 0.6788 -1.9181 1.6995
H 0.2886 -0.3091 1.0689
H 2.5732 -0.6386 -0.3524
H 2.9836 -1.6168 0.9308
H 0.5884 -2.7496 -0.5784
H -1.7178 -0.8507 1.0331
H -2.9319 -1.0382 -0.1216
H -0.8662 -2.3844 -2.6376
H -2.4496 -1.9778 -2.2118
H 2.4656 -0.0510 1.3358
C 0.3475 2.4990 0.7525
C -0.4428 3.0429 -0.4252
H -0.3523 2.1818 1.5166
H 1.1079 1.7670 0.4810
H 0.9475 3.2572 1.2044
H -0.9307 2.2941 -1.0531
H -1.1966 3.7727 -0.1310
H 0.2289 3.5880 -1.0967

Atoms 1-6, force components in eV/Å:
0.1 0.4 0.3
1.4 -0.6 0.4
-0.5 0.2 0.7
0.0 0.3 0.2
-0.2 0.2 0.2
0.2 -0.4 -0.4

E_tot = -9909.1902 eV
HOMO-LUMO gap = 11.54 eV
molar mass = 118.2 g mol⁻¹
charge = +1
energy above the lowest of the compared OMol25 structures with the same formula, charge and spin = 50.7 kJ/mol
lowest unoccupied orbital energy = -0.1106 hartree
2S+1 = 1


# 2
A molecular structure, C30H23ClI2N4O5SW. Source: the Open Molecules 2025 dataset; level of theory: wB97M-V/def2-TZVPD.

CARTESIAN COORDINATES (ANGSTROEM)
W 0.4514 0.6893 -0.7851
I -5.3305 -3.8810 -2.7819
C -3.6185 -2.9902 -1.9858
C -2.3884 -3.6195 -2.1145
C -1.2584 -3.0166 -1.5920
I 0.5874 -3.9652 -1.7438
C -1.3233 -1.7742 -0.9374
O -0.2467 -1.2115 -0.4214
C -2.5873 -1.1754 -0.7980
C -2.7670 0.1349 -0.0711
N -1.5208 0.6746 0.5017
C -1.7638 1.8849 1.2806
C -0.4582 2.2815 1.8987
C -0.3879 3.1046 3.0106
C 0.8393 3.3159 3.6109
C 1.9473 2.6593 3.1053
C 1.8019 1.8642 1.9828
N 0.6275 1.7147 1.3591
C -3.7188 -1.7823 -1.3240
H -2.3073 -4.5724 -2.6183
H -3.4943 0.0099 0.7401
H -3.1878 0.8851 -0.7447
H -1.1340 -0.0447 1.1098
H -2.5052 1.7037 2.0658
H -2.1528 2.6641 0.6250
H -1.2925 3.5472 3.4065
H 0.9222 3.9552 4.4802
H 2.9190 2.7478 3.5700
H 2.6294 1.3019 1.5698
H -4.6858 -1.3050 -1.2087
O 4.2585 0.1274 0.3843
C 3.3755 -0.2630 -0.3591
O 2.1092 -0.0691 -0.0418
C 3.6540 -1.0297 -1.5994
C 4.8852 -1.6927 -1.6483
C 5.2428 -2.4639 -2.7322
C 4.3581 -2.5664 -3.8056
C 3.1526 -1.8991 -3.7815
C 2.7709 -1.1108 -2.6835
S 1.2626 -0.2437 -2.8921
H 5.5427 -1.5861 -0.7959
H 6.1907 -2.9854 -2.7461
H 4.6125 -3.1738 -4.6657
H 2.4696 -1.9779 -4.6182
N 2.8511 3.7753 -2.7282
C 3.6832 3.7307 -1.6303
C 3.1336 2.8142 -0.7964
N 1.9810 2.3062 -1.3638
C 1.8527 2.9034 -2.5283
H 2.9825 4.3277 -3.5567
H 4.5761 4.3230 -1.5526
H 3.5284 2.4562 0.1357
H 1.0835 2.7011 -3.2515
Cl -6.0001 4.8247 -4.5948
C -4.6552 4.0104 -3.8592
C -3.8180 4.7179 -3.0097
C -2.7485 4.0634 -2.4224
C -2.5232 2.7163 -2.6872
C -3.3726 2.0201 -3.5421
C -4.4437 2.6675 -4.1328
C -1.3972 2.0090 -2.0447
O -1.1760 0.7898 -2.2727
O -0.6297 2.5831 -1.2117
H -4.0087 5.7643 -2.8171
H -2.0782 4.5914 -1.7564
H -3.1847 0.9710 -3.7333
H -5.1138 2.1429 -4.7994

Atoms 1-6, force components in eV/Å:
-0.1 0.4 0.2
0.0 0.0 0.0
0.0 -0.1 0.0
0.0 0.0 0.0
0.0 0.0 0.0
0.0 0.0 0.0

E_tot = -89069.8684 eV
HOMO-LUMO gap (alpha / beta) = 6.25 / 6.24 eV
molar mass = 1024.7 g mol⁻¹
energy above the lowest of the compared OMol25 structures with the same formula, charge and spin = 55.8 kJ/mol
lowest unoccupied orbital energy (alpha / beta) = -0.0047 / -0.0047 hartree
2S+1 = 1


# 3
A molecular structure, C28H51F2N3O2PdSSbSi3 at a distorted geometry. Source: the Open Molecules 2025 dataset; level of theory: wB97M-V/def2-TZVPD.

CARTESIAN COORDINATES (ANGSTROEM)
Pd -0.0130 -0.0977 -0.3029
F -5.2629 0.6527 0.8864
C -4.2402 -0.1991 0.9287
C -3.0292 0.1989 0.3764
C -1.9845 -0.6849 0.4149
C -2.0681 -1.9338 1.0232
C -3.3189 -2.2805 1.5378
F -3.4878 -3.4701 2.1218
C -4.4164 -1.4425 1.4961
C -0.8154 -2.6807 1.2416
C -0.6812 -3.8458 1.9959
C 0.5838 -4.3169 2.3079
C 1.7046 -3.6333 1.8577
C 1.4997 -2.5249 1.0642
N 0.2831 -2.0714 0.7535
H -2.9221 1.1910 -0.0270
H -5.3643 -1.7514 1.9158
H -1.5523 -4.3570 2.3705
H 0.6900 -5.2036 2.9204
H 2.7070 -3.9552 2.1079
H 2.3299 -1.9635 0.6620
C -0.2279 0.3388 3.0203
O 0.5696 0.5965 1.8507
C 1.1686 1.8956 1.8730
C 2.3212 1.8678 0.9129
O 1.8732 1.8261 -0.4466
C 1.7483 3.1421 -1.0117
H 0.3842 0.4841 3.9102
H -0.5604 -0.6918 2.9787
H -1.0920 1.0042 3.0521
H 1.5274 2.1126 2.8815
H 0.4322 2.6544 1.5935
H 2.8910 0.9536 1.0916
H 2.9786 2.7249 1.0689
H 1.3422 3.8429 -0.2810
H 1.0698 3.0853 -1.8565
H 2.7281 3.4952 -1.3379
C -0.5743 -0.7055 -5.2591
Si 1.1937 -0.2700 -4.9531
C 1.6052 1.5360 -4.8960
C 2.3694 -1.1352 -6.0761
Sb 1.6637 -0.8043 -2.3114
Si 4.3633 -0.8135 -1.8059
C 4.8716 0.9253 -1.5239
C 4.8790 -1.4779 -3.4514
C 4.6823 -1.9614 -0.4023
Si 0.6425 -3.7786 -2.7438
C 1.2201 -4.1399 -4.4408
C 1.6125 -4.7306 -1.5244
C -1.1110 -3.3532 -2.4377
H -0.9166 -0.1644 -6.1491
H -1.2158 -0.4353 -4.4197
H -0.6946 -1.7675 -5.4754
H 1.3151 1.9882 -5.8530
H 2.6859 1.6728 -4.7983
H 1.1074 2.0670 -4.0852
H 2.1660 -0.7151 -7.0709
H 2.2359 -2.2113 -6.1474
H 3.4101 -0.9170 -5.8458
H 4.6576 1.5534 -2.3907
H 5.9578 0.9247 -1.3702
H 4.4079 1.3622 -0.6444
H 4.7677 -0.7173 -4.2252
H 4.3262 -2.3739 -3.7433
H 5.9418 -1.7458 -3.4057
H 4.4019 -1.5287 0.5589
H 5.7640 -2.1393 -0.3715
H 4.1943 -2.9294 -0.5250
H 2.2860 -3.9274 -4.5443
H 0.6637 -3.6459 -5.2334
H 1.0998 -5.2252 -4.5706
H 2.6811 -4.5248 -1.6208
H 1.4659 -5.7831 -1.8096
H 1.3006 -4.6069 -0.4898
H -1.6343 -3.2164 -3.3855
H -1.2315 -2.4528 -1.8343
H -1.5739 -4.1822 -1.8894
S -1.0042 1.2574 -2.3059
C -2.3748 1.9903 -3.1288
N -3.5613 2.1322 -2.5697
C -4.7217 2.7567 -3.2380
C -4.5756 2.5955 -4.7390
C -3.2172 3.1215 -5.1612
N -2.1807 2.4452 -4.3591
H -3.6926 1.7563 -1.6482
H -4.7684 3.8092 -2.9571
H -5.6189 2.2680 -2.8658
H -5.3653 3.1398 -5.2524
H -4.6633 1.5409 -5.0071
H -3.1482 4.1984 -5.0019
H -3.0151 2.9209 -6.2104
H -1.2511 2.3458 -4.7310

Atoms 1-6, force components in eV/Å:
-0.6 0.3 0.9
0.0 0.0 0.0
0.0 0.0 0.0
-0.1 0.0 0.0
0.1 0.0 -0.1
0.1 -0.1 0.0

E_tot = -88324.0316 eV
HOMO-LUMO gap (alpha / beta) = 7.47 / 4.85 eV
expectation value of S² = 6.019
molar mass = 844.2 g mol⁻¹
charge = +3
energy above the lowest of the compared OMol25 structures with the same formula, charge and spin = 108.1 kJ/mol
lowest unoccupied orbital energy (alpha / beta) = -0.2970 / -0.4072 hartree
2S+1 = 5


# 4
A molecular structure, C29H21BrN7O3PbSTe4 at a distorted geometry. Source: the Open Molecules 2025 dataset; level of theory: wB97M-V/def2-TZVPD.

CARTESIAN COORDINATES (ANGSTROEM)
Pb -0.0887 -1.4257 1.3049
Te -2.2496 -0.3802 3.3388
Te -1.2922 -1.3260 5.6812
Te -2.2445 -3.8146 4.4931
Te 0.1353 -3.7595 3.1845
S -7.7124 -1.4876 -1.1395
N -6.7732 -2.7134 -0.5497
C -5.5312 -2.2202 -0.5115
C -4.4169 -2.9963 0.0157
C -4.4985 -4.2961 0.5217
C -3.2562 -4.9331 0.8260
C -2.0728 -4.2755 0.5946
N -1.9922 -2.9707 0.3575
C -3.1364 -2.2931 0.0875
C -2.9846 -0.9154 -0.4160
N -1.7917 -0.3035 -0.3036
C -1.6629 0.9372 -0.7386
C -2.6855 1.7224 -1.3237
C -3.9775 1.1224 -1.4708
C -4.1214 -0.1717 -0.9715
C -5.4207 -0.8573 -0.9935
N -6.5622 -0.3095 -1.3160
H -5.3916 -4.9145 0.5814
H -3.1629 -5.9369 1.2716
H -1.0917 -4.7935 0.6889
H -0.6357 1.3499 -0.7212
H -2.5897 2.7914 -1.4652
H -4.7887 1.5877 -1.9920
Br -1.6254 -2.8199 -2.9793
C 0.1345 -3.3036 -2.3996
C 0.9626 -4.0002 -3.3880
C 2.2595 -4.3348 -3.0573
C 2.8025 -3.8464 -1.8790
C 1.9598 -3.1302 -0.9950
N 0.6833 -2.9872 -1.2400
C 2.6930 -2.6119 0.2158
O 3.9568 -2.6143 0.0777
O 2.1109 -2.1333 1.3264
H 0.4832 -4.3603 -4.2605
H 2.8286 -4.9971 -3.6958
H 3.9092 -3.9649 -1.6919
C 4.3272 4.6053 0.7759
N 3.8973 3.2252 0.6405
N 2.5466 2.8348 0.5918
C 2.5072 1.4807 0.3204
O 1.4361 0.8715 0.0956
C 3.8885 1.0277 0.2393
C 4.7272 2.1292 0.4220
C 6.1600 2.2902 0.5133
C 1.4107 3.6857 0.5449
C 0.3746 3.5095 1.4734
C -0.6346 4.4746 1.6149
C -0.6821 5.5579 0.7355
C 0.2105 5.6167 -0.3685
C 1.2853 4.7729 -0.3621
H 4.7783 4.7616 1.7963
H 3.5553 5.3631 0.6603
H 5.1538 4.8492 0.0558
H 4.2449 0.0402 0.1290
H 6.7095 1.3195 0.5047
H 6.4861 2.7659 1.4571
H 6.5371 2.8746 -0.3582
H 0.4607 2.6759 2.2213
H -1.3456 4.3539 2.4903
H -1.4191 6.3084 0.9037
H 0.0679 6.3240 -1.1547
H 2.1542 4.9692 -1.0105

Atoms 1-6, force components in eV/Å:
0.2 0.2 0.6
-0.1 1.1 0.0
-1.1 -1.1 -0.6
0.9 0.6 0.9
0.1 -0.7 0.1
0.7 0.0 0.3

E_tot = -162287.3863 eV
HOMO-LUMO gap = 4.53 eV
molar mass = 1345.1 g mol⁻¹
charge = -1
energy above the lowest of the compared OMol25 structures with the same formula, charge and spin = 87.9 kJ/mol
lowest unoccupied orbital energy = 0.0511 hartree
2S+1 = 1


Question: What is the molar mass in the second record?
Answer: 1024.7 g mol⁻¹


Question: Among the records above, which one has the highest E_tot?
Answer: C5H16N3


Question: Among the records above, which one has the highest molar mass?
Answer: C29H21BrN7O3PbSTe4


Question: 2S+1 of number 3 (C28H51F2N3O2PdSSbSi3)?
Answer: 5